Here is C47H43ClOP2Zn as an isolated structure from OMol25. Energies are from ωB97M-V/def2-TZVPD.

Atoms and positions in Å:
Zn1 0.63898 0.80009 -0.43981
O1 -1.91998 -1.16918 1.42846
C1 -2.17501 -0.70514 2.69644
C2 -3.32160 -1.07116 3.38649
C3 -3.53709 -0.54811 4.65035
C4 -2.61622 0.32921 5.21874
C5 -1.48693 0.69670 4.50743
C6 -1.25877 0.19140 3.22911
P1 0.18447 0.63211 2.20134
C7 0.30317 2.45004 2.37085
C8 1.50919 3.06146 2.01850
C9 1.60973 4.44090 1.94388
C10 0.50013 5.23375 2.20972
C11 -0.70474 4.63638 2.54572
C12 -0.80474 3.25245 2.62383
C13 1.56121 -0.01237 3.21527
C14 2.25110 0.71330 4.18197
C15 3.27490 0.11518 4.90430
C16 3.61317 -1.21058 4.67138
C17 2.92859 -1.94122 3.70917
C18 1.91460 -1.34086 2.97892
C19 -1.69488 -2.50156 1.19671
C20 -1.74347 -3.45784 2.19913
C21 -1.56704 -4.79445 1.86566
C22 -1.34441 -5.16712 0.55009
C23 -1.25497 -4.18862 -0.43154
C24 -1.39996 -2.83945 -0.12839
P2 -1.21223 -1.45837 -1.33079
C25 -2.94271 -1.23605 -1.89632
C26 -3.41759 0.06447 -2.03944
C27 -4.70814 0.30152 -2.49991
C28 -5.53400 -0.76495 -2.81572
C29 -5.07054 -2.06881 -2.66929
C30 -3.78421 -2.30223 -2.21221
C31 -0.43936 -2.29101 -2.77221
C32 0.74132 -3.01921 -2.62062
C33 1.40969 -3.52316 -3.72580
C34 0.91826 -3.29283 -5.00430
C35 -0.24244 -2.55176 -5.16906
C36 -0.91600 -2.05397 -4.06158
H1 -4.02875 -1.75273 2.93120
H2 -4.43060 -0.82427 5.19536
H3 -2.78309 0.72542 6.21171
H4 -0.77150 1.38542 4.94210
H5 2.37732 2.45411 1.79059
H6 2.55190 4.89624 1.66551
H7 0.57530 6.31199 2.15130
H8 -1.57714 5.24709 2.74014
H9 -1.75948 2.80169 2.86526
H10 1.99618 1.74924 4.36990
H11 3.81152 0.68895 5.64955
H12 4.41305 -1.67218 5.23598
H13 3.19581 -2.97235 3.51597
H14 1.39666 -1.90350 2.20781
H15 -1.92082 -3.16897 3.22654
H16 -1.61375 -5.54451 2.64499
H17 -1.22460 -6.20992 0.28806
H18 -1.03224 -4.48069 -1.45107
H19 -2.77204 0.89773 -1.79136
H20 -5.06376 1.31822 -2.60788
H21 -6.53914 -0.58490 -3.17556
H22 -5.71434 -2.90438 -2.91414
H23 -3.43328 -3.32189 -2.10157
H24 1.15459 -3.17875 -1.63132
H25 2.32408 -4.08668 -3.58873
H26 1.44001 -3.68571 -5.86743
H27 -0.62620 -2.35638 -6.16259
H28 -1.82147 -1.47663 -4.20471
Cl1 2.20422 4.01472 -6.21954
C37 1.44949 3.57317 -4.70840
C38 0.72837 2.39272 -4.61972
C39 0.13552 2.05100 -3.41610
C40 0.23088 2.86819 -2.28293
C41 -0.37044 2.45418 -0.98119
C42 0.96438 4.04776 -2.41328
C43 1.57436 4.40257 -3.60907
H29 0.64681 1.74301 -5.48163
H30 -0.40266 1.11064 -3.34463
H31 -1.41678 2.17420 -1.11113
H32 -0.32758 3.26377 -0.25178
H33 1.07163 4.69940 -1.55230
H34 2.14206 5.32033 -3.68919
C44 4.09913 0.15950 0.48149
C45 3.54556 0.25426 -0.93753
C46 3.55956 1.69976 -1.42839
C47 2.14543 -0.36586 -1.02402
H35 5.06184 0.66862 0.57552
H36 4.23394 -0.88170 0.78361
H37 3.40512 0.61140 1.19630
H38 4.22116 -0.31752 -1.58723
H39 2.92643 2.32926 -0.79053
H40 3.17130 1.77934 -2.44708
H41 4.57020 2.11839 -1.41575
H42 2.13701 -1.32073 -0.48131
H43 1.90738 -0.61101 -2.06621

Forces on atoms 1 to 3 (eV/Å):
-0.2 -0.3 -0.1
-0.2 0.0 -0.2
0.1 0.0 0.0

## Properties
Gap between HOMO and LUMO (eV): 7.67
Net charge: 0
ΔE to the lowest compared entry with this formula, charge and spin (kJ/mol): 0.00


Here is C47H43FN7P2S2Tl as an isolated structure from OMol25. Energies are from ωB97M-V/def2-TZVPD.

Atoms and positions in Å:
Tl1 11.86156 17.93116 10.88587
S1 10.14191 20.51181 10.65897
P1 11.89094 21.53813 10.37759
C1 13.26392 20.63025 10.71200
P2 14.92581 20.37304 10.97894
S2 15.31050 18.38743 10.55522
C2 15.48214 20.88590 12.62852
C3 16.82764 20.99730 12.98406
C4 17.19985 21.15129 14.33346
C5 16.22593 21.20216 15.29632
C6 14.86365 21.16244 14.98440
C7 14.55274 21.05882 13.63624
C8 16.03114 21.54580 10.06014
C9 16.68673 21.05665 8.92977
C10 17.33544 21.93065 8.04397
C11 17.25846 23.28865 8.26908
C12 16.76428 23.78132 9.47226
C13 16.15370 22.89987 10.38040
C14 11.67284 23.13012 11.16576
C15 12.47201 24.17911 10.61295
C16 12.44386 25.40736 11.25950
C17 11.64734 25.68732 12.38976
C18 10.78472 24.65183 12.77186
C19 10.79011 23.40313 12.19433
C20 11.87172 21.97354 8.55091
C21 10.82790 22.70938 8.07120
C22 10.90955 23.09758 6.73230
C23 11.93999 22.67748 5.87093
C24 12.98080 21.92551 6.40792
C25 12.90957 21.58012 7.73778
H1 17.55201 21.19105 12.15050
H2 18.23641 21.43109 14.56443
H3 16.53783 21.42357 16.31910
H4 14.09757 21.29232 15.79500
H5 13.46674 21.16825 13.35488
H6 16.64849 20.00752 8.67633
H7 17.85763 21.56901 7.15989
H8 17.76487 23.95152 7.55884
H9 16.76582 24.81134 9.72476
H10 15.72242 23.33816 11.28335
H11 13.08654 24.07252 9.70745
H12 13.10353 26.25597 10.84868
H13 11.53435 26.69340 12.87691
H14 10.00662 24.81324 13.53808
H15 10.09309 22.58621 12.49833
H16 10.03219 22.96847 8.78882
H17 10.07151 23.71895 6.39341
H18 11.96096 23.03804 4.83778
H19 13.81124 21.67211 5.80256
H20 13.71354 20.90320 8.01423
C26 15.50554 17.33457 14.65294
C27 14.02837 17.33618 14.60054
C28 13.08729 18.09088 15.27469
C29 11.81094 17.53774 14.84880
N1 11.98341 16.62221 13.91486
N2 13.33578 16.44214 13.84827
C30 10.39255 17.83399 15.33074
H21 15.91776 16.41201 14.25066
H22 15.87756 17.45321 15.72339
H23 16.01659 18.12666 14.08690
H24 13.09877 18.87332 16.03031
H25 13.69258 15.74773 13.17351
H26 10.35969 17.91556 16.40672
H27 9.80350 16.96887 14.92399
H28 10.03252 18.78619 14.93587
C31 12.51642 13.31884 13.26803
C32 13.31321 13.49685 11.99069
N3 13.75882 14.65267 11.50316
C33 14.64730 14.36036 10.50136
C34 14.66384 13.00757 10.27914
N4 13.70461 12.48714 11.18332
C35 13.41571 11.04256 11.41036
N5 13.01502 10.31755 10.16846
N6 13.20726 8.99162 10.24933
N7 12.95575 8.44472 9.05365
C36 12.45614 9.44559 8.19969
C37 11.88488 9.41789 6.95406
C38 11.23587 10.55241 6.46203
C39 11.20881 11.71952 7.17066
C40 11.80626 11.80411 8.43020
C41 12.53153 10.64997 8.92898
H29 11.99773 14.28244 13.49329
H30 13.24837 13.21398 14.10994
H31 11.76734 12.47259 13.21897
H32 15.06285 15.18865 9.92678
H33 15.28407 12.50092 9.52142
H34 12.54178 10.91909 12.12599
H35 14.35641 10.52770 11.69733
H36 11.92108 8.48580 6.38453
H37 10.69086 10.54681 5.49708
H38 10.78973 12.61897 6.79981
H39 11.83130 12.79157 8.88546
F1 6.88977 14.26880 9.69580
C42 7.98110 15.02349 9.92074
C43 7.86457 16.38288 10.16650
C44 9.00048 17.18192 10.38706
C45 10.19320 16.60993 10.31644
C46 10.36573 15.26252 10.12798
C47 9.26466 14.45383 9.85771
H40 6.81559 16.68652 10.16808
H41 8.83090 18.25690 10.52803
H42 11.37350 14.87754 10.16789
H43 9.33972 13.35956 9.71157

Forces on atoms 1 to 3 (eV/Å):
2.1 1.3 1.1
0.0 0.4 0.0
1.6 -3.3 -0.5

## Properties
Gap between HOMO and LUMO (eV): 2.99
Net charge: -2
ΔE to the lowest compared entry with this formula, charge and spin (kJ/mol): 383.82


Number 1: total energy -131002.7393 eV. Number 2: total energy -107522.7631 eV.